C41H38N8O2Sr as an isolated structure at a distorted geometry. Source: the OMol25 dataset; level of theory: ωB97M-V with the def2-TZVPD basis set.

```
90
C41H38N8O2Sr (ωB97M-V with the def2-TZVPD basis set)
Sr 1.55087 -1.07115 1.97305
C 4.81036 0.53308 2.68284
C 5.02532 -0.40362 1.52147
C 6.18040 -0.34710 0.75284
C 6.31961 -1.21757 -0.31039
C 5.31560 -2.13497 -0.57575
C 4.19051 -2.14253 0.22713
N 4.04708 -1.27954 1.25324
C 3.09859 -3.16410 0.06227
C 3.06280 -4.08517 -0.97394
C 2.06740 -5.04746 -0.96871
C 1.16181 -5.10273 0.07712
C 1.25444 -4.15304 1.08352
N 2.18351 -3.18940 1.03959
C 0.40338 -4.17399 2.32416
C -0.45202 -5.22186 2.61114
C -1.13542 -5.21371 3.81572
C -0.93856 -4.17234 4.70292
C -0.06891 -3.14884 4.35450
C 0.19444 -1.98638 5.27654
N 0.57801 -3.14862 3.18026
H 5.73811 1.01994 2.97534
H 4.41880 -0.00787 3.54494
H 4.09069 1.31402 2.42122
H 6.95796 0.36428 0.99640
H 7.21227 -1.19755 -0.92259
H 5.43236 -2.84082 -1.38547
H 3.79174 -4.06536 -1.77168
H 2.01301 -5.77336 -1.76991
H 0.40771 -5.87650 0.09954
H -0.57628 -6.04890 1.92729
H -1.80593 -6.02635 4.06459
H -1.44426 -4.15122 5.65881
H -0.41768 -2.04264 6.17347
H -0.01278 -1.03511 4.77983
H 1.24327 -1.97902 5.58094
C -5.94284 4.45411 -8.76036
O -6.46610 3.74163 -7.64136
C -5.60130 3.27813 -6.72380
C -4.22348 3.48623 -6.76081
C -3.42488 2.96089 -5.75697
C -3.97237 2.22975 -4.71186
C -5.35522 2.03020 -4.68851
C -6.16276 2.54401 -5.67696
C -3.08909 1.69313 -3.67423
N -1.78072 1.84152 -3.62309
C -1.39276 1.17104 -2.49671
C -2.45629 0.60683 -1.85322
N -3.54591 0.94318 -2.61992
C -2.32967 -0.13495 -0.64433
C -3.40654 -0.72681 0.03552
C -3.18507 -1.40038 1.20402
C -1.87790 -1.47525 1.68890
N -0.83734 -0.93987 1.07013
C -1.03870 -0.27804 -0.10042
C 0.11990 0.28984 -0.79698
N 1.36382 0.10192 -0.27248
C 2.40090 0.61334 -0.91901
C 2.29785 1.34392 -2.10555
C 1.05491 1.54628 -2.63905
C -0.06608 1.01541 -1.98164
H -6.79591 4.68674 -9.38693
H -5.23606 3.84057 -9.32030
H -5.46121 5.37971 -8.44250
H -3.76892 4.05266 -7.56028
H -2.35425 3.11881 -5.77970
H -5.82797 1.46500 -3.89188
H -7.23471 2.39346 -5.66628
H -4.50501 0.68644 -2.46573
H -4.40971 -0.64905 -0.36747
H -3.99276 -1.86731 1.75145
H -1.68037 -1.99148 2.62171
H 3.37831 0.44898 -0.47697
H 3.19033 1.72911 -2.57888
H 0.90175 2.10020 -3.55754
C 1.74813 1.99289 5.55620
N 1.26314 2.71915 4.37601
C 0.99969 4.16397 4.47108
C 1.08940 2.02502 3.26309
C 0.58470 2.68938 2.01505
O 1.34079 0.78909 3.24170
H 1.82015 2.68402 6.38908
H 2.72824 1.56025 5.36501
H 1.06275 1.18949 5.81746
H 1.23201 4.48443 5.48064
H -0.04626 4.39044 4.27735
H 1.62712 4.72816 3.78531
H 0.40949 3.75473 2.11065
H -0.34763 2.19982 1.72595
H 1.30422 2.51677 1.21316
```

HOMO level = -11.49 eV
Max |F| = 1.60 eV/Å
Multiplicity = 1
Charge = +2
LUMO level = -5.105 eV

Population analysis type Mulliken, resulting atomic charges in e: number 1, Sr, carries 2.84; number 2, C, carries -1.19; number 3, C, carries 0.63; number 4, C, carries -0.77; number 5, C, carries -0.84; number 6, C, carries -0.73; number 7, C, carries 0.28; number 8, N, carries 0.10; number 9, C, carries 0.83; number 10, C, carries -0.80; number 11, C, carries -0.97; number 12, C, carries -0.83; number 13, C, carries 0.80; number 14, N, carries 0.05; number 15, C, carries 0.35; number 16, C, carries -0.82; number 17, C, carries -0.80; number 18, C, carries -0.70; number 19, C, carries 0.51; number 20, C, carries -1.15; number 21, N, carries 0.16; number 22, H, carries 0.52; number 23, H, carries 0.22; number 24, H, carries 0.14; number 25, H, carries 0.47; number 26, H, carries 0.48; number 27, H, carries 0.39; number 28, H, carries 0.42; number 29, H, carries 0.46; number 30, H, carries 0.42; number 31, H, carries 0.38; number 32, H, carries 0.48; number 33, H, carries 0.46; number 34, H, carries 0.45; number 35, H, carries 0.14; number 36, H, carries 0.29; number 37, C, carries -0.85; number 38, O, carries -0.45; number 39, C, carries 0.93; number 40, C, carries -0.49; number 41, C, carries -0.77; number 42, C, carries 0.41; number 43, C, carries -0.41; number 44, C, carries -0.87; number 45, C, carries 0.19; number 46, N, carries -0.89; number 47, C, carries 1.21; number 48, C, carries 0.02; number 49, N, carries -0.13; number 50, C, carries 0.49; number 51, C, carries -0.70; number 52, C, carries -1.35; number 53, C, carries -0.42; number 54, N, carries 1.04; number 55, C, carries -0.88; number 56, C, carries -0.78; number 57, N, carries 1.11; number 58, C, carries -0.46; number 59, C, carries -1.24; number 60, C, carries -0.89; number 61, C, carries 0.55; number 62, H, carries 0.24; number 63, H, carries 0.35; number 64, H, carries 0.35; number 65, H, carries 0.42; number 66, H, carries 0.47; number 67, H, carries 0.26; number 68, H, carries 0.43; number 69, H, carries 0.17; number 70, H, carries 0.46; number 71, H, carries 0.49; number 72, H, carries 0.24; number 73, H, carries 0.27; number 74, H, carries 0.52; number 75, H, carries 0.60; number 76, C, carries -0.70; number 77, N, carries 0.14; number 78, C, carries -0.96; number 79, C, carries -0.05; number 80, C, carries -0.63; number 81, O, carries -0.64; number 82, H, carries 0.31; number 83, H, carries 0.22; number 84, H, carries 0.22; number 85, H, carries 0.28; number 86, H, carries 0.36; number 87, H, carries 0.37; number 88, H, carries 0.57; number 89, H, carries 0.13; number 90, H, carries 0.08

C41H39BF2IrN2O4P as an isolated structure at a distorted geometry. Source: the OMol25 dataset; level of theory: ωB97M-V with the def2-TZVPD basis set.

```
91
C41H39BF2IrN2O4P (ωB97M-V with the def2-TZVPD basis set)
Ir -0.17007 0.70962 -1.06158
O 2.33888 0.83856 -2.13472
C 1.88831 0.70762 -1.02385
C 2.61971 0.72543 0.28149
C 3.99161 0.93288 0.33327
C 4.64535 1.05732 1.55044
C 3.91695 0.96646 2.72643
C 2.55104 0.73196 2.66830
C 1.90482 0.58955 1.44047
P 0.09256 0.33529 1.25728
C -0.55875 0.90298 2.87013
C -0.77453 2.26804 3.06795
C -1.20068 2.74959 4.29568
C -1.43169 1.86538 5.34022
C -1.23974 0.50466 5.14590
C -0.80835 0.02028 3.91687
C -0.18220 -1.46201 1.41467
C -1.49083 -1.92201 1.27077
C -1.76794 -3.27405 1.38497
C -0.74216 -4.17489 1.65363
C 0.55931 -3.72146 1.80640
C 0.84248 -2.36423 1.68055
H 4.52037 1.02333 -0.60917
H 5.71315 1.23468 1.58603
H 4.41193 1.07644 3.68398
H 1.97977 0.64524 3.58532
H -0.60418 2.95635 2.25357
H -1.35700 3.81237 4.43381
H -1.76125 2.23520 6.30321
H -1.42615 -0.19264 5.95287
H -0.65543 -1.04249 3.78827
H -2.28636 -1.21612 1.05496
H -2.78051 -3.63137 1.24428
H -0.95398 -5.23636 1.71348
H 1.35872 -4.42307 2.01073
H 1.86199 -2.00574 1.77221
F -2.65723 0.36094 -2.70025
C -2.26512 0.85360 -1.43714
F -2.66523 2.22687 -1.47986
H -2.97197 0.40274 -0.73663
C -1.81875 7.09658 -1.71857
N -0.97563 6.02060 -2.23032
N -0.35550 5.18409 -1.31081
C -0.29714 3.89669 -1.82183
O 0.26678 2.96451 -1.22737
C -0.94808 3.95797 -3.09593
C -1.37783 5.22773 -3.27502
C -2.17594 5.80464 -4.39176
C 0.46173 5.70061 -0.27722
C 0.66935 4.93525 0.86057
C 1.49015 5.41100 1.87049
C 2.09581 6.65623 1.75785
C 1.89179 7.41300 0.61287
C 1.08622 6.93524 -0.41186
H -1.37383 7.50359 -0.81653
H -2.82550 6.74198 -1.48164
H -1.88002 7.88454 -2.46530
H -1.07777 3.11712 -3.75785
H -2.29538 5.05847 -5.17300
H -1.68001 6.68061 -4.81315
H -3.16914 6.10542 -4.05031
H 0.20725 3.96552 0.92673
H 1.65643 4.80184 2.75213
H 2.73034 7.03054 2.55095
H 2.37562 8.37560 0.50326
H 0.96210 7.50851 -1.32221
C -0.35728 -7.93742 -0.33608
C -0.69310 -7.26340 -1.67557
C -0.06874 -8.07427 -2.81998
C -2.21180 -7.28650 -1.85150
C -0.13266 -5.83756 -1.67192
C 1.24622 -5.64803 -1.55175
C 1.82688 -4.38322 -1.46076
C 0.97853 -3.30235 -1.50486
O 1.26406 -1.96540 -1.40497
B 0.02141 -1.28423 -1.46139
O -0.99647 -2.24601 -1.64031
C -0.38568 -3.47011 -1.64719
C -0.96688 -4.71600 -1.73074
H -0.77156 -8.94989 -0.30511
H -0.77823 -7.36611 0.49648
H 0.72276 -8.00368 -0.18518
H -0.48213 -9.08728 -2.83393
H 1.01484 -8.15494 -2.71349
H -0.28265 -7.60331 -3.78273
H -2.56569 -8.32003 -1.83268
H -2.50735 -6.84824 -2.80878
H -2.71935 -6.74426 -1.04958
H 1.90001 -6.51196 -1.52949
H 2.89655 -4.25072 -1.35309
H -2.04037 -4.78987 -1.84441
```

HOMO level (alpha / beta) = -7.06 / -7.06 eV
Max |F| = 2.64 eV/Å
Multiplicity = 1
LUMO level (alpha / beta) = -0.430 / -0.431 eV

Population analysis type Mulliken, resulting atomic charges in e: number 1, Ir, carries 2.95; number 2, O, carries -0.70; number 3, C, carries -0.73; number 4, C, carries 0.60; number 5, C, carries -0.56; number 6, C, carries -0.76; number 7, C, carries -0.71; number 8, C, carries -0.86; number 9, C, carries 0.41; number 10, P, carries 1.01; number 11, C, carries 0.05; number 12, C, carries -0.22; number 13, C, carries -0.76; number 14, C, carries -0.59; number 15, C, carries -0.77; number 16, C, carries -0.46; number 17, C, carries 0.17; number 18, C, carries -0.01; number 19, C, carries -1.04; number 20, C, carries -0.22; number 21, C, carries -1.02; number 22, C, carries -0.33; number 23, H, carries 0.51; number 24, H, carries 0.41; number 25, H, carries 0.45; number 26, H, carries 0.46; number 27, H, carries 0.26; number 28, H, carries 0.46; number 29, H, carries 0.39; number 30, H, carries 0.43; number 31, H, carries 0.42; number 32, H, carries 0.39; number 33, H, carries 0.40; number 34, H, carries 0.31; number 35, H, carries 0.39; number 36, H, carries 0.51; number 37, F, carries -0.33; number 38, C, carries 0.02; number 39, F, carries -0.31; number 40, H, carries 0.17; number 41, C, carries -1.21; number 42, N, carries -0.16; number 43, N, carries 0.58; number 44, C, carries 0.54; number 45, O, carries -0.55; number 46, C, carries -1.25; number 47, C, carries 0.62; number 48, C, carries -1.53; number 49, C, carries -0.41; number 50, C, carries 0.52; number 51, C, carries -0.33; number 52, C, carries -0.59; number 53, C, carries -0.69; number 54, C, carries -0.04; number 55, H, carries 0.49; number 56, H, carries 0.34; number 57, H, carries 0.38; number 58, H, carries 0.44; number 59, H, carries 0.37; number 60, H, carries 0.36; number 61, H, carries 0.33; number 62, H, carries 0.09; number 63, H, carries 0.46; number 64, H, carries 0.40; number 65, H, carries 0.38; number 66, H, carries 0.51; number 67, C, carries -1.48; number 68, C, carries 1.99; number 69, C, carries -1.70; number 70, C, carries -2.08; number 71, C, carries 0.83; number 72, C, carries -0.42; number 73, C, carries -2.01; number 74, C, carries 0.80; number 75, O, carries -0.49; number 76, B, carries -0.13; number 77, O, carries -0.54; number 78, C, carries 0.38; number 79, C, carries -0.69; number 80, H, carries 0.46; number 81, H, carries 0.21; number 82, H, carries 0.32; number 83, H, carries 0.46; number 84, H, carries 0.30; number 85, H, carries 0.40; number 86, H, carries 0.44; number 87, H, carries 0.39; number 88, H, carries 0.36; number 89, H, carries 0.34; number 90, H, carries 0.46; number 91, H, carries 0.55